1.
Below is a single C5H6O3 molecule in a non-equilibrium geometry, with properties calculated with ωB97M-V with the def2-TZVPD basis set.

XYZ file:
```
14
Properties=species:S:1:pos:R:3:forces:R:3
O -2.29854 -0.71974 1.24647 4.26 -1.98 -6.27
C -1.64223 -1.03399 0.04362 -9.05 -0.09 5.58
C -0.52493 -0.38275 -0.35989 1.48 1.27 4.61
C -0.16654 -0.09173 -1.53735 2.70 2.07 -6.53
O 0.83126 0.91545 -1.60872 -1.25 -1.92 1.99
C 1.43450 0.83877 -0.13819 5.43 3.06 -5.36
C 0.42390 0.43493 0.74181 -6.29 -2.31 0.23
O 0.79460 -0.62485 1.57292 -1.92 1.15 5.90
H -2.40728 -1.61069 -0.69707 2.33 0.96 1.48
H -0.47239 -0.52548 -2.57751 0.43 1.04 2.18
H 2.35254 0.01564 -0.52024 -2.51 2.54 2.37
H 1.76909 2.00438 0.07829 -0.23 -3.30 -0.80
H -0.30054 1.27908 1.18642 2.02 -1.81 -0.64
H 0.20656 -0.49901 2.56942 2.60 -0.69 -4.72
```
Forces are in eV/Å.

Output
Energy above the lowest of the compared OMol25 structures with the same formula, charge and spin   544.4 kJ/mol
SMILES   O=CC1=COC[C@@H]1O
Strongest force on any atom   10.6 eV/A
HOMO level   -9.53 eV
Net charge   0
LUMO   -0.1 eV


2.
Below is a molecular structure, C5H6O3Ru in a non-equilibrium geometry, with properties calculated with ωB97M-V with the def2-TZVPD basis set.

XYZ file:
```
15
Properties=species:S:1:pos:R:3:forces:R:3
C -3.35808 0.57330 -0.20249 -0.39 -0.11 0.47
C -2.01764 0.35280 -0.82272 0.56 0.53 0.24
C -1.11622 -0.50538 0.03614 -2.98 -0.76 -0.38
C 0.18295 -0.23925 0.24128 3.89 0.86 -0.66
O 0.91940 -0.68152 1.24410 -7.43 0.87 -3.40
Ru 2.55106 -0.86427 1.83213 4.34 -1.45 3.75
H -4.20955 -0.07348 -0.42134 0.41 0.21 -0.01
H -3.47603 1.33310 0.57346 0.09 -0.23 -0.38
H -1.51221 1.32227 -0.98797 -0.15 -0.36 -0.05
H -2.14057 -0.10492 -1.81685 0.12 -0.26 0.09
H -1.54955 -1.39477 0.50564 -0.01 0.36 0.14
O 5.80175 0.31906 -0.59997 -2.05 0.02 0.35
O 4.22886 -0.36689 0.93870 0.68 0.57 -0.67
C 4.91075 0.04273 0.06900 3.98 0.11 -0.88
H 0.78508 0.28722 -0.58910 -1.05 -0.37 1.39
```
Forces are in eV/Å.

Output
Multiplicity   7
Energy above the lowest of the compared OMol25 structures with the same formula, charge and spin   0.0 kJ/mol
Strongest force on any atom   8.2 eV/A
HOMO level (spin up / spin down)   -15.04 / -18.89 eV
Net charge   +2
LUMO (spin up / spin down)   -8.9 / -11.6 eV


3.
Below is a molecular structure, C5H6O4Sr in a non-equilibrium geometry, with properties calculated with ωB97M-V with the def2-TZVPD basis set.

XYZ file:
```
16
Properties=species:S:1:pos:R:3:forces:R:3
O -0.21313 4.01580 -3.80623 -0.18 -3.41 0.89
C -0.27020 2.90957 -3.50204 0.18 3.31 -0.83
Sr -0.29633 -1.05020 -1.02682 0.08 0.47 0.03
C 1.77926 -1.38978 -2.89373 5.77 -1.31 -3.46
C -2.45523 -1.47542 -2.96582 -2.80 -0.83 -2.13
O 2.75775 -1.60567 -3.50164 -5.60 1.27 3.37
O -3.32910 -1.72250 -3.65919 2.81 0.83 2.17
C 0.46054 0.09591 3.25304 -1.10 -1.50 -0.69
C -0.25024 -0.32787 1.97939 0.21 1.78 -1.83
O 0.49827 0.34638 0.79343 -1.12 -1.47 -0.02
H 1.49088 -0.20232 3.23284 0.48 -0.26 0.06
H -0.06699 -0.40621 4.04424 0.06 -0.22 0.69
H 0.37454 1.13759 3.43060 -0.17 1.06 -0.05
H -0.25592 -1.39365 1.68643 0.44 0.03 0.77
H -1.30058 0.02748 1.82735 0.78 -0.06 0.76
H 1.07647 1.04088 1.10814 0.18 0.31 0.25
```
Forces are in eV/Å.

Output
Energy above the lowest of the compared OMol25 structures with the same formula, charge and spin   0.0 kJ/mol
Strongest force on any atom   6.9 eV/A
HOMO level   -19.07 eV
Net charge   +2
LUMO   -8.6 eV


4.
Below is 2 unconnected molecules or ions with the total composition C5H6O6S in a non-equilibrium geometry, with properties calculated with ωB97M-V with the def2-TZVPD basis set.

XYZ file:
```
18
Properties=species:S:1:pos:R:3:forces:R:3
C 0.56940 -2.18714 -0.13340 1.08 -0.31 0.94
C 0.99282 1.63475 -1.23992 -0.83 -2.12 -2.35
C -1.91057 0.07384 1.23512 3.90 1.63 0.23
C 1.04110 -0.74020 -0.24881 1.40 1.04 1.63
C 0.54366 0.17714 -1.08571 -0.40 -1.43 -1.59
O 0.93807 -2.85151 0.86815 -0.07 0.50 -0.36
O 1.67666 2.06019 -0.30588 1.15 1.46 1.92
O -0.14723 -2.66069 -1.07205 -0.31 0.66 -0.33
O 0.75055 2.12311 -2.34708 0.08 0.83 0.12
O 0.39802 1.35623 1.72219 -0.38 0.50 0.04
O -0.28285 -0.30020 -2.05159 -0.58 -0.01 0.46
S -1.18887 1.76730 1.49350 0.27 -0.02 0.30
H -1.48343 -0.44338 2.08248 -0.02 -0.71 -0.17
H -1.42749 -0.11216 0.28938 -0.40 -1.16 -0.14
H -2.92903 0.07123 1.23710 -2.83 0.16 -0.12
H 1.79447 -0.26469 0.43988 -0.90 -1.37 -0.36
H 1.00940 1.58252 0.86558 -0.82 0.08 0.66
H -0.34468 -1.28632 -1.74896 -0.32 0.25 -0.89
```
Forces are in eV/Å.

Output
Energy above the lowest of the compared OMol25 structures with the same formula, charge and spin   0.0 kJ/mol
Strongest force on any atom   4.2 eV/A
HOMO level   -1.04 eV
Net charge   -2
LUMO   5.4 eV


5.
Below is a molecular structure, C5H6OS in a non-equilibrium geometry, with properties calculated with ωB97M-V with the def2-TZVPD basis set.

XYZ file:
```
13
Properties=species:S:1:pos:R:3:forces:R:3
C 0.28339 -0.38366 -1.34701 2.71 -1.04 0.51
C -0.47666 -1.02097 -0.19945 -0.10 -2.93 0.20
C 0.96113 0.61570 -0.31696 1.10 -2.45 -1.20
C -0.26228 1.17689 0.27879 -1.51 3.33 4.38
C -1.28900 0.13207 0.29292 -1.22 -0.73 1.83
H 0.93832 -1.08964 -1.91249 -0.14 0.66 0.92
H -0.18552 0.22920 -2.02160 -1.95 0.85 -1.86
H -0.86336 -2.13242 -0.15852 0.50 2.43 -0.54
H 1.91306 1.11141 -0.64996 -1.30 -0.03 0.79
H -0.21773 1.78777 1.31470 0.01 -0.90 -2.86
H -2.16942 0.04853 0.97106 1.34 -0.32 0.10
O -1.44888 1.24149 -0.49248 0.01 1.81 -2.18
S 1.05476 -0.81293 0.88419 0.55 -0.69 -0.10
```
Forces are in eV/Å.

Output
Energy above the lowest of the compared OMol25 structures with the same formula, charge and spin   327.1 kJ/mol
Strongest force on any atom   5.7 eV/A
HOMO level   -8.66 eV
Net charge   0
LUMO   0.7 eV


6.
Below is a single C5H6OS molecule in a non-equilibrium geometry, with properties calculated with ωB97M-V with the def2-TZVPD basis set.

XYZ file:
```
13
Properties=species:S:1:pos:R:3:forces:R:3
C 0.21899 1.26804 -1.44722 -0.25 -1.38 0.77
C 0.71664 0.52920 -0.21513 -0.91 -0.41 0.36
C 0.02290 -0.41347 0.49465 -0.42 0.57 -0.51
C -1.36248 -0.82602 0.08706 0.44 -0.08 0.18
O -1.90798 -0.41404 -0.90248 -0.24 0.19 -0.40
C 0.59891 -0.96020 1.71311 0.70 -0.14 0.18
S -0.00653 -2.01640 2.79277 0.02 0.39 -0.46
H 0.95493 1.96242 -1.75620 0.58 0.88 -0.32
H -0.77138 1.72429 -1.30256 0.44 -0.11 0.08
H 0.08259 0.52471 -2.24218 -0.05 0.16 0.04
H 1.70915 0.75805 0.18367 -0.18 0.10 -0.27
H -1.87737 -1.55473 0.72631 0.14 -0.05 0.24
H 1.62163 -0.58185 1.86820 -0.27 -0.13 0.12
```
Forces are in eV/Å.

Output
Energy above the lowest of the compared OMol25 structures with the same formula, charge and spin   116.8 kJ/mol
SMILES   C/C=C(\C=O)C=S
Strongest force on any atom   1.6 eV/A
HOMO level   -8.79 eV
Net charge   0
LUMO   -0.9 eV


7.
Below is a single C5H6OS2 molecule in a non-equilibrium geometry, with properties calculated with ωB97M-V with the def2-TZVPD basis set.

XYZ file:
```
14
Properties=species:S:1:pos:R:3:forces:R:3
S -2.00853 2.21946 0.27801 0.20 -0.18 0.16
C -1.91491 0.47453 -0.23401 -0.76 -0.99 -0.06
C -0.54270 -0.08290 -0.33245 -0.35 0.39 0.58
C 0.25556 -0.46596 -1.34902 -0.63 0.18 -1.05
C 1.48026 -0.87250 -0.76602 0.18 -0.21 -0.79
C 1.33753 -0.70305 0.55718 1.31 -0.29 0.80
S 2.42427 -1.09972 1.88660 0.04 0.74 -0.04
O 0.12265 -0.22187 0.83866 -0.76 0.20 0.60
H -1.43711 1.99049 1.47434 -0.08 0.16 -0.10
H -2.29309 0.41452 -1.26685 -0.28 0.16 0.50
H -2.58423 -0.14643 0.45168 0.94 0.74 -1.00
H -0.01431 -0.42934 -2.40814 0.19 -0.10 0.53
H 2.31931 -1.25150 -1.31211 0.33 -0.07 0.14
H 2.85530 0.17428 2.18213 -0.32 -0.72 -0.25
```
Forces are in eV/Å.

Output
Energy above the lowest of the compared OMol25 structures with the same formula, charge and spin   52.4 kJ/mol
SMILES   SCc1ccc(S)o1
Strongest force on any atom   1.6 eV/A
HOMO level   -8.76 eV
Net charge   0
LUMO   0.7 eV


8.
Below is a single C5H6OS2 molecule in a non-equilibrium geometry, with properties calculated with ωB97M-V with the def2-TZVPD basis set.

XYZ file:
```
14
Properties=species:S:1:pos:R:3:forces:R:3
S 0.62440 2.74590 -0.11986 -0.05 -0.34 0.06
C 0.25721 1.20654 0.13377 -0.21 0.33 -0.21
C -0.96041 0.47183 0.67295 -0.04 0.08 0.02
C 0.07245 -0.45278 1.37129 -0.43 -1.09 0.27
C 1.05820 -0.08949 0.23909 0.62 -0.17 0.09
O 0.87562 -0.95299 -0.87954 0.29 -0.12 0.19
C -0.24511 -0.66231 -1.65309 -0.34 0.96 -0.36
S -1.78329 -0.45276 -0.68037 0.18 0.13 0.17
H -1.70140 1.02565 1.25154 0.10 -0.07 -0.15
H 0.38048 -0.06468 2.34503 0.05 0.02 -0.13
H -0.21411 -1.53360 1.45225 0.31 0.96 -0.13
H 2.14037 -0.04043 0.43465 -0.49 0.06 -0.05
H -0.41883 -1.48049 -2.33836 0.06 -0.16 -0.12
H -0.08558 0.27961 -2.22936 -0.07 -0.58 0.34
```
Forces are in eV/Å.

Output
Energy above the lowest of the compared OMol25 structures with the same formula, charge and spin   170.2 kJ/mol
SMILES   S=C1[C@@H]2C[C@H]1OCS2
Strongest force on any atom   1.2 eV/A
HOMO level   -8.85 eV
Net charge   0
LUMO   -0.6 eV


9.
Below is a single C5H6OSi molecule in a non-equilibrium geometry, with properties calculated with ωB97M-V with the def2-TZVPD basis set.

XYZ file:
```
13
Properties=species:S:1:pos:R:3:forces:R:3
C 2.62889 -1.54054 0.01325 1.67 -0.38 0.12
C 2.79706 -0.36590 0.22825 -0.77 0.31 -0.31
C 2.19884 0.95202 0.22598 -1.10 -3.01 -0.93
C 0.98593 0.80497 -0.26516 -0.04 2.35 -0.04
C -0.28305 0.82400 -0.56292 -1.72 0.00 -1.69
O -1.17534 0.39201 0.37256 0.31 0.80 -0.03
Si -2.69527 -0.19043 0.20869 0.07 -1.09 2.71
H 2.94519 -2.50491 -0.26071 -0.26 -0.76 -0.03
H 2.67294 1.73616 0.69874 0.46 1.88 0.71
H -0.87820 1.09332 -1.53483 2.13 -0.37 1.39
H -3.61182 0.15144 -0.86195 -0.01 0.54 -0.52
H -3.16504 0.32568 1.62126 -0.16 -0.78 -1.46
H -2.42013 -1.67782 0.11685 -0.59 0.50 0.08
```
Forces are in eV/Å.

Output
Energy above the lowest of the compared OMol25 structures with the same formula, charge and spin   78.6 kJ/mol
SMILES   C#CC=C=CO[SiH3]
Strongest force on any atom   3.3 eV/A
HOMO level   -8.88 eV
Net charge   0
LUMO   0.4 eV


10.
Below is a single C5H6S molecule in a non-equilibrium geometry, with properties calculated with ωB97M-V with the def2-TZVPD basis set.

XYZ file:
```
12
Properties=species:S:1:pos:R:3:forces:R:3
C 0.70948 0.74089 -1.35337 -3.32 -1.49 -2.03
C 0.60002 -0.58443 -0.59194 3.48 1.46 3.04
C -0.12504 -0.50008 0.65276 -2.67 5.22 3.17
C -0.72579 0.53537 1.84265 1.52 -3.82 -5.98
C -1.20150 -0.76806 1.47745 -0.23 -1.75 2.73
S -2.09451 -2.05891 2.02845 -0.12 0.70 -0.62
H -0.39355 1.13206 -1.39031 1.76 -0.83 -0.79
H 1.16693 0.56454 -2.36866 -0.75 0.35 1.01
H 1.13424 1.55552 -0.90777 1.85 1.60 1.63
H 1.63865 -0.81919 0.02653 -1.69 0.09 -2.02
H 0.31963 -1.37881 -1.21500 -0.29 -1.34 -0.59
H -1.02855 1.58111 1.79921 0.47 -0.19 0.47
```
Forces are in eV/Å.

Output
Energy above the lowest of the compared OMol25 structures with the same formula, charge and spin   441.6 kJ/mol
SMILES   CCc1cc1=S
Strongest force on any atom   7.3 eV/A
HOMO level (spin up / spin down)   -7.91 / -7.91 eV
Net charge   0
LUMO (spin up / spin down)   -1.0 / -1.0 eV


11.
Below is a single C5H6S molecule in a non-equilibrium geometry, with properties calculated with ωB97M-V with the def2-TZVPD basis set.

XYZ file:
```
12
Properties=species:S:1:pos:R:3:forces:R:3
C -1.33464 3.07160 0.09441 1.49 -1.55 -1.01
C -0.51672 2.27236 -0.33780 -1.94 2.17 1.43
C 0.46892 1.35126 -0.69242 0.11 -3.93 0.57
C 0.25826 0.00043 -0.33825 0.61 3.42 -1.59
S 1.06773 -1.45310 -0.82707 0.35 0.53 0.10
C 0.44661 -2.47927 0.52108 0.32 -0.44 -0.58
H -2.07801 3.74486 0.41937 -0.23 0.25 0.10
H 1.32659 1.72824 -1.21662 0.34 -0.21 -0.24
H -0.66264 -0.14922 0.17249 -0.62 -0.31 0.54
H 0.78336 -3.50012 0.29340 -0.16 0.26 0.20
H 0.88120 -2.14953 1.46592 -0.39 -0.09 -0.04
H -0.64065 -2.43750 0.44548 0.11 -0.10 0.53
```
Forces are in eV/Å.

Output
Energy above the lowest of the compared OMol25 structures with the same formula, charge and spin   185.3 kJ/mol
SMILES   C#C/C=C/SC
Strongest force on any atom   4.0 eV/A
HOMO level   -8.02 eV
Net charge   0
LUMO   0.5 eV


12.
Below is a single C5H6S2 molecule in a non-equilibrium geometry, with properties calculated with ωB97M-V with the def2-TZVPD basis set.

XYZ file:
```
13
Properties=species:S:1:pos:R:3:forces:R:3
S 2.64467 -0.76555 0.26207 0.36 -1.69 0.21
C 0.98948 -0.30626 0.58540 -0.45 -0.94 -1.45
C 0.21103 0.52004 -0.49951 -1.61 -0.94 2.83
C -1.11545 1.03059 0.02075 1.06 2.18 -1.30
C -2.01657 0.17056 0.42047 -0.77 -1.08 -0.66
S -1.46668 -1.48831 0.16609 -0.26 -0.47 -0.40
C 0.13410 -0.95078 -0.52429 -1.06 -0.66 1.86
H 3.07048 0.41488 0.11771 1.26 2.23 -0.19
H 0.68876 -0.53367 1.63181 -0.29 0.97 -1.02
H 0.65978 0.97823 -1.32310 1.04 1.04 -0.67
H -1.35350 2.08193 -0.15990 0.08 -0.22 0.41
H -3.08664 0.39470 0.57096 0.87 -0.26 0.36
H 0.64054 -1.54637 -1.26847 -0.23 -0.16 0.02
```
Forces are in eV/Å.

Output
Energy above the lowest of the compared OMol25 structures with the same formula, charge and spin   131.9 kJ/mol
SMILES   S[C@H]1[C@@H]2C=CS[C@H]12
Strongest force on any atom   3.4 eV/A
HOMO level   -8.17 eV
Net charge   0
LUMO   0.9 eV